This record from the Open Molecules 2025 dataset describes a structure of composition C46H40BrGe2HfN5O4S2 at a distorted geometry. The level of theory is the ωB97M-V functional and the def2-TZVPD basis.

Each line ends with the Löwdin charge.
Positions of all 101 atoms, in Å:
Hf  0.58  0.77  0.57  1.29
Br  5.56  0.46  6.29  0.77
C  4.13  0.62  5.06  -0.67
C  2.81  0.61  5.54  -0.08
C  1.76  0.73  4.67  0.02
C  1.96  0.83  3.27  -0.30
O  0.93  0.90  2.48  -0.25
C  3.31  0.83  2.80  -0.13
C  3.64  0.89  1.42  -0.02
N  2.78  0.91  0.44  -0.02
C  3.21  0.85  -0.89  -0.22
C  4.46  0.43  -1.30  0.01
C  4.82  0.43  -2.65  -0.04
C  3.96  0.90  -3.60  0.00
C  2.66  1.30  -3.24  -0.15
C  1.72  1.75  -4.18  0.02
C  0.44  2.03  -3.78  -0.01
C  0.10  1.86  -2.43  -0.14
N  0.97  1.48  -1.51  -0.08
C  2.25  1.22  -1.88  -0.18
C  4.37  0.73  3.72  -0.06
H  2.63  0.53  6.60  0.11
H  0.74  0.74  5.02  0.13
H  4.70  0.90  1.20  0.14
H  5.18  0.07  -0.58  0.12
H  5.79  0.06  -2.92  0.12
H  4.25  0.95  -4.64  0.12
H  2.01  1.86  -5.21  0.13
H  -0.31  2.37  -4.48  0.12
H  -0.90  2.07  -2.09  0.10
H  5.39  0.74  3.36  0.12
S  -0.64  2.99  0.67  0.66
C  0.29  4.47  0.46  -0.64
C  0.40  5.34  1.54  -0.13
C  1.04  6.56  1.39  -0.08
C  1.58  6.91  0.17  -0.09
C  1.47  6.05  -0.91  -0.09
C  0.82  4.84  -0.78  -0.12
H  -0.04  5.05  2.49  0.10
H  1.10  7.23  2.23  0.11
H  2.07  7.86  0.05  0.10
H  1.88  6.33  -1.87  0.10
H  0.69  4.20  -1.63  0.08
C  1.21  -2.15  -4.07  -0.24
Ge  0.16  -2.88  -2.54  0.73
C  -1.75  -2.62  -3.08  -0.25
C  0.52  -4.82  -2.32  -0.22
Ge  0.70  -1.56  -0.48  0.79
C  2.44  -2.35  0.14  -0.35
C  2.79  -2.30  1.49  -0.13
C  3.96  -2.86  1.96  -0.08
C  4.82  -3.49  1.08  -0.09
C  4.51  -3.53  -0.27  -0.08
C  3.34  -2.96  -0.73  -0.14
C  -0.54  -2.38  0.85  -0.37
C  -1.46  -3.38  0.55  -0.11
C  -2.32  -3.89  1.50  -0.07
C  -2.28  -3.41  2.80  -0.08
C  -1.37  -2.41  3.12  -0.08
C  -0.53  -1.90  2.15  -0.18
H  0.76  -2.47  -5.00  0.02
H  2.24  -2.49  -4.05  0.01
H  1.21  -1.06  -4.04  -0.02
H  -2.09  -3.50  -3.61  0.02
H  -1.85  -1.77  -3.76  0.01
H  -2.42  -2.47  -2.24  -0.01
H  0.55  -5.29  -3.30  0.02
H  -0.27  -5.30  -1.74  0.01
H  1.46  -5.00  -1.82  0.01
H  2.12  -1.83  2.20  0.08
H  4.19  -2.82  3.01  0.11
H  5.72  -3.95  1.45  0.10
H  5.18  -4.03  -0.96  0.11
H  3.10  -3.00  -1.78  0.07
H  -1.51  -3.77  -0.46  0.06
H  -3.03  -4.66  1.24  0.11
H  -2.93  -3.81  3.56  0.10
H  -1.33  -2.02  4.13  0.11
H  0.15  -1.10  2.42  0.05
O  -7.30  1.46  -3.26  -0.14
S  -8.32  0.71  -2.56  0.52
O  -9.63  1.27  -2.51  -0.13
O  -8.19  -0.73  -2.59  -0.13
C  -7.70  0.78  -0.79  -0.38
N  -8.57  0.76  0.18  0.13
C  -8.09  0.54  1.40  -0.07
C  -6.73  0.34  1.61  0.03
C  -5.89  0.45  0.50  -0.20
N  -6.41  0.65  -0.71  0.16
C  -4.42  0.39  0.57  -0.11
C  -3.71  0.08  -0.60  0.04
C  -2.33  0.07  -0.54  -0.13
N  -1.64  0.33  0.57  -0.15
C  -2.32  0.63  1.68  -0.16
C  -3.70  0.68  1.72  0.04
H  -8.81  0.53  2.21  0.12
H  -6.35  0.10  2.59  0.11
H  -4.24  -0.13  -1.51  0.12
H  -1.74  -0.15  -1.43  0.09
H  -1.72  0.85  2.56  0.11
H  -4.20  0.96  2.64  0.12

Output
Energy above the lowest of the compared OMol25 structures with the same formula, charge and spin (kcal/mol): 37.2
Charge: +1
Kohn-Sham gap (alpha / beta) (eV): 6.005 / 3.274
Total energy (eV): -270038.0925
LUMO (alpha / beta) (eV): -3.96 / -6.69
Max |F| (hartree/bohr): 0.127
2S+1: 2
HOMO energy (alpha / beta) (eV): -10.0 / -10.0


This record from the Open Molecules 2025 dataset describes a structure of composition H5N3OS at a distorted geometry. The level of theory is the ωB97M-V functional and the def2-TZVPD basis.

Each line ends with the Löwdin charge.
Positions of all 10 atoms, in Å:
N  1.70  0.09  -1.44  -0.11
N  0.26  1.02  0.84  -0.15
N  -0.96  -1.14  0.53  -0.14
O  -1.35  0.98  -0.93  -0.37
S  -0.33  0.19  -0.37  0.68
H  2.02  -0.80  -1.01  -0.12
H  1.08  1.40  0.44  0.02
H  -0.45  1.65  1.15  0.06
H  -1.73  -1.57  0.00  0.06
H  -0.25  -1.82  0.78  0.05

Output
Energy above the lowest of the compared OMol25 structures with the same formula, charge and spin (kcal/mol): 72.7
Kohn-Sham gap (alpha / beta) (eV): 8.536 / 8.405
Total energy (eV): -17429.0371
LUMO (alpha / beta) (eV): -0.47 / -0.31
Max |F| (hartree/bohr): 0.100
HOMO energy (alpha / beta) (eV): -9.0 / -8.7


This record from the Open Molecules 2025 dataset describes a structure of composition C48H51AsN10O2Ru at a distorted geometry. The level of theory is the ωB97M-V functional and the def2-TZVPD basis.

Each line ends with the Löwdin charge.
Positions of all 113 atoms, in Å:
Ru  0.53  0.35  -0.37  1.24
C  -2.74  -3.51  2.26  -0.04
N  -2.15  -2.39  1.51  -0.08
C  -0.88  -2.16  1.22  -0.10
N  -0.78  -0.99  0.60  -0.09
C  -2.08  -0.57  0.52  -0.20
N  -2.93  -1.41  1.05  0.18
C  -3.80  -3.00  3.21  -0.21
C  -4.93  -3.77  3.47  -0.01
C  -5.91  -3.30  4.33  -0.03
C  -5.80  -2.04  4.90  0.02
C  -4.67  -1.26  4.63  -0.12
C  -3.66  -1.77  3.82  0.01
C  -4.59  0.10  5.14  -0.28
N  -5.48  0.77  5.78  0.14
N  -4.97  2.05  5.94  0.14
C  -3.80  2.04  5.39  -0.28
O  -3.48  0.84  4.85  0.11
C  -2.85  3.14  5.28  -0.12
C  -3.19  4.40  5.76  0.01
C  -2.27  5.44  5.67  -0.03
C  -1.02  5.22  5.11  -0.02
C  -0.67  3.96  4.65  -0.20
C  0.74  3.69  4.17  -0.05
N  0.77  2.58  3.22  -0.10
C  0.46  2.56  1.93  -0.08
N  0.51  1.31  1.47  -0.07
C  0.89  0.60  2.59  -0.21
N  1.07  1.34  3.64  0.17
C  -1.59  2.92  4.72  0.02
H  -1.90  -3.98  2.79  0.14
H  -3.14  -4.23  1.55  0.14
H  -0.06  -2.82  1.48  0.15
H  -2.39  0.38  0.11  0.12
H  -5.05  -4.74  3.00  0.12
H  -6.79  -3.90  4.53  0.12
H  -6.58  -1.64  5.53  0.13
H  -2.79  -1.15  3.63  0.11
H  -4.16  4.56  6.20  0.13
H  -2.54  6.42  6.03  0.12
H  -0.30  6.04  5.07  0.12
H  1.37  3.37  4.99  0.15
H  1.20  4.56  3.70  0.14
H  0.14  3.44  1.40  0.16
H  1.03  -0.47  2.59  0.11
H  -1.33  1.92  4.39  0.11
C  3.21  2.59  -2.92  -0.12
C  2.94  3.74  -1.96  -0.12
C  2.21  3.04  -0.83  -0.16
O  1.42  1.99  -1.46  -0.32
C  1.95  1.77  -2.82  -0.17
H  4.08  2.01  -2.60  0.12
H  3.40  2.93  -3.94  0.14
H  2.30  4.50  -2.42  0.14
H  3.85  4.23  -1.61  0.14
H  1.52  3.69  -0.30  0.11
H  2.90  2.57  -0.13  0.09
H  1.17  2.11  -3.51  0.14
H  2.12  0.70  -2.94  0.08
C  6.49  -1.12  -1.14  -0.04
C  5.56  -1.89  -0.22  -0.17
N  4.50  -1.06  0.36  -0.04
C  4.80  -0.36  1.62  -0.16
C  5.25  1.08  1.44  -0.03
C  3.32  -0.90  -0.25  -0.34
C  3.03  -1.68  -1.48  -0.02
N  2.40  -0.07  0.22  0.02
H  7.19  -1.80  -1.62  0.10
H  7.08  -0.38  -0.59  0.08
H  5.94  -0.60  -1.92  0.07
H  6.11  -2.32  0.62  0.13
H  5.11  -2.74  -0.74  0.12
H  5.58  -0.94  2.11  0.14
H  3.92  -0.44  2.27  0.12
H  6.24  1.14  1.00  0.08
H  5.29  1.58  2.41  0.10
H  4.57  1.64  0.79  0.05
H  3.04  -2.76  -1.27  0.11
H  3.77  -1.48  -2.25  0.11
H  2.04  -1.40  -1.84  -0.01
H  2.71  0.44  1.03  0.04
C  -2.64  -4.77  -2.23  -0.05
C  -1.37  -4.60  -1.70  -0.07
C  -0.73  -3.37  -1.82  -0.15
C  -1.36  -2.33  -2.49  -0.38
C  -2.63  -2.50  -3.03  -0.07
C  -3.27  -3.73  -2.89  -0.04
As  -0.35  -0.69  -2.72  1.32
C  -1.46  0.41  -3.85  -0.34
C  -2.51  1.23  -3.47  -0.10
C  -3.19  1.95  -4.44  -0.05
C  -2.83  1.87  -5.79  -0.03
C  -1.78  1.05  -6.17  0.01
C  -1.08  0.31  -5.20  -0.19
C  0.03  -0.58  -5.48  -0.18
C  0.52  -0.87  -6.76  0.01
C  1.57  -1.76  -6.90  -0.03
C  2.13  -2.36  -5.78  -0.05
C  1.66  -2.08  -4.50  -0.10
C  0.62  -1.19  -4.34  -0.29
H  -3.13  -5.73  -2.14  0.12
H  -0.87  -5.41  -1.19  0.11
H  0.26  -3.23  -1.39  0.08
H  -3.14  -1.70  -3.55  0.11
H  -4.26  -3.87  -3.30  0.12
H  -2.83  1.31  -2.44  0.09
H  -4.02  2.59  -4.15  0.12
H  -3.37  2.44  -6.52  0.12
H  -1.51  0.99  -7.21  0.12
H  0.07  -0.42  -7.63  0.12
H  1.96  -2.00  -7.88  0.12
H  2.94  -3.06  -5.91  0.12
H  2.12  -2.59  -3.66  0.08

Output
Charge: +3
Kohn-Sham gap (alpha / beta) (eV): 4.083 / 3.520
Total energy (eV): -132996.0060
LUMO (alpha / beta) (eV): -10.04 / -10.61
Max |F| (hartree/bohr): 0.037
2S+1: 2
HOMO energy (alpha / beta) (eV): -14.1 / -14.1


This record from the Open Molecules 2025 dataset describes the ion C4H6NS with charge +1 at a distorted geometry. The level of theory is the ωB97M-V functional and the def2-TZVPD basis.

Each line ends with the Löwdin charge.
Positions of all 12 atoms, in Å:
C  -2.42  1.44  0.60  0.10
C  0.38  -0.90  0.74  -0.11
C  -1.98  0.45  0.14  -0.53
C  2.11  0.10  -0.78  -0.03
N  1.39  -0.40  0.31  0.02
S  -1.39  -0.97  -0.54  1.00
H  -2.78  2.44  0.98  0.11
H  0.05  -0.81  1.79  0.14
H  2.91  -0.57  -0.86  0.10
H  2.42  1.12  -0.64  0.12
H  1.58  0.01  -1.69  0.08
H  -2.27  -1.91  -0.04  0.00

Output
Energy above the lowest of the compared OMol25 structures with the same formula, charge and spin (kcal/mol): 85.7
Charge: +1
Kohn-Sham gap (eV): 9.486
Total energy (eV): -16558.8540
LUMO (eV): -4.74
Max |F| (hartree/bohr): 0.110
HOMO energy (eV): -14.2


This record from the Open Molecules 2025 dataset describes the molecule C20H24N6O4S at a distorted geometry. The level of theory is the ωB97M-V functional and the def2-TZVPD basis.

Each line ends with the Löwdin charge.
Positions of all 55 atoms, in Å:
C  -6.13  1.15  1.72  -0.09
C  -5.49  0.20  0.71  -0.17
C  -4.21  0.80  0.15  -0.50
O  -4.15  1.30  -0.95  0.08
N  -3.17  0.73  1.03  0.14
C  -1.86  1.19  0.87  -0.23
C  -1.02  1.12  1.98  -0.02
C  0.30  1.49  1.88  -0.03
C  0.81  1.94  0.66  -0.23
C  -0.03  2.06  -0.43  0.00
C  -1.36  1.68  -0.33  0.01
H  -2.01  1.76  -1.18  0.11
H  0.35  2.43  -1.37  0.11
N  2.20  2.15  0.58  0.11
C  2.95  2.07  -0.55  -0.56
O  2.60  2.42  -1.65  0.08
C  4.34  1.48  -0.31  -0.33
H  4.78  1.20  -1.26  0.09
H  5.00  2.19  0.20  0.09
S  4.25  0.01  0.78  0.98
C  2.75  -0.63  0.16  -0.61
N  2.37  -0.44  -1.09  0.17
C  1.10  -0.90  -1.13  -0.22
C  0.71  -1.39  0.10  -0.06
N  1.80  -1.20  0.93  -0.01
C  1.91  -1.62  2.31  -0.20
C  2.56  -3.00  2.40  -0.05
H  2.64  -3.30  3.44  0.08
H  1.95  -3.74  1.88  0.08
H  3.56  -2.99  1.96  0.07
H  0.90  -1.65  2.72  0.12
H  2.52  -0.89  2.84  0.10
C  -0.62  -1.84  0.36  -0.38
O  -1.09  -2.18  1.43  0.05
N  -1.38  -1.82  -0.81  0.05
C  -1.01  -1.36  -2.07  -0.44
O  -1.78  -1.40  -3.00  0.09
N  0.27  -0.87  -2.20  0.02
C  0.70  -0.28  -3.45  0.01
H  -0.18  0.00  -4.02  0.09
H  1.29  -0.99  -4.02  0.10
H  1.32  0.60  -3.22  0.08
C  -2.76  -2.29  -0.73  0.00
H  -2.88  -3.17  -1.36  0.10
H  -3.43  -1.51  -1.08  0.09
H  -2.96  -2.54  0.31  0.09
H  2.69  1.94  1.45  0.11
H  0.95  1.42  2.74  0.12
H  -1.40  0.74  2.92  0.12
H  -3.35  0.29  1.92  0.14
H  -6.17  0.03  -0.12  0.12
H  -5.27  -0.76  1.19  0.11
H  -5.47  1.34  2.56  0.07
H  -6.35  2.10  1.24  0.08
H  -7.06  0.74  2.09  0.07

Output
Energy above the lowest of the compared OMol25 structures with the same formula, charge and spin (kcal/mol): 0.0
Kohn-Sham gap (eV): 8.371
Total energy (eV): -49098.6417
SMILES: CCC(=O)Nc1ccc(NC(=O)CSc2nc3c(c(=O)n(C)c(=O)n3C)n2CC)cc1
LUMO (eV): 0.34
Max |F| (hartree/bohr): 0.028
HOMO energy (eV): -8.0


This record from the Open Molecules 2025 dataset describes the molecule C11H5F9N2O5S3 at a distorted geometry. The level of theory is the ωB97M-V functional and the def2-TZVPD basis.

Each line ends with the Löwdin charge.
Positions of all 35 atoms, in Å:
O  5.70  2.63  3.15  -0.31
O  6.40  0.44  3.98  -0.35
O  -1.47  1.60  -0.03  -0.29
O  -1.77  0.17  1.89  -0.26
F  -7.08  -0.59  -3.71  0.17
F  -4.99  -0.33  -4.42  0.13
F  -6.12  1.36  -3.71  0.14
F  -5.56  -1.81  -1.97  0.16
F  -6.08  0.27  -1.12  0.13
F  -2.97  -0.44  -2.32  0.21
F  -3.96  1.40  -1.80  0.17
F  -4.50  0.15  0.84  0.06
F  -3.64  -1.67  -0.01  0.19
N  4.49  -0.75  1.50  0.12
O  -0.88  -0.90  -0.36  -0.15
S  3.64  1.69  0.99  1.09
C  4.75  0.53  1.73  -0.60
C  2.45  -1.95  0.61  0.04
C  1.13  -1.90  0.17  -0.02
C  1.22  0.45  0.09  0.04
C  3.19  -0.79  0.93  -0.32
C  0.47  -0.77  -0.04  -0.29
C  2.54  0.37  0.64  -0.44
N  7.46  1.19  1.98  -0.08
C  -5.92  0.03  -3.47  -0.43
C  -5.35  -0.46  -2.02  -0.26
C  -3.91  0.06  -1.61  -0.44
C  -3.57  -0.38  -0.16  -0.39
S  6.02  1.28  2.79  0.60
S  -1.89  0.21  0.40  0.89
H  2.96  -2.89  0.77  0.12
H  0.66  -2.78  0.22  0.09
H  0.88  1.48  -0.15  0.12
H  8.14  1.04  2.73  0.07
H  7.54  2.07  1.48  0.07

Output
Energy above the lowest of the compared OMol25 structures with the same formula, charge and spin (kcal/mol): 0.0
Kohn-Sham gap (eV): 8.493
Total energy (eV): -81663.9218
SMILES: NS(=O)(=O)c1nc2ccc(OS(=O)(=O)C(F)(F)C(F)(F)C(F)(F)C(F)(F)F)cc2s1
LUMO (eV): -1.01
Max |F| (hartree/bohr): 0.159
HOMO energy (eV): -9.5